1.
The following is a DFT calculation (ωB97M-V/def2-TZVPD) of a 8-piece molecular cluster, C32H79ClN5O11 overall in a non-equilibrium geometry.

XYZ file:
```
128
Properties=species:S:1:pos:R:3:lowdin_spin:R:1
Cl -0.169 1.209 -0.577 0.0000
O 1.267 1.382 -0.814 0.0001
O -0.862 2.413 -0.302 0.0000
O -0.839 0.458 -1.611 0.0000
O -0.409 0.374 0.581 0.0000
C -0.703 5.801 -1.486 0.0000
O -1.033 4.820 -2.510 0.0000
H 0.111 5.589 -0.793 0.0000
H -0.465 6.796 -1.861 0.0000
H -1.593 5.929 -0.870 0.0000
H -1.136 3.941 -2.138 0.0000
C -3.834 0.129 1.311 0.0000
O -3.566 0.507 -0.050 0.0000
H -3.021 -0.509 1.657 0.0000
H -3.994 1.022 1.915 0.0000
H -4.810 -0.357 1.326 0.0000
H -2.666 0.323 -0.326 0.0000
C -0.620 2.981 -5.684 0.0000
C 0.100 1.666 -5.992 0.0000
C 1.048 1.132 -4.870 0.0000
O 2.030 0.267 -5.370 0.0000
C 2.842 -0.315 -4.327 0.0000
N -0.890 0.598 -6.327 0.0000
H -1.430 2.775 -4.985 0.0000
H -1.066 3.442 -6.565 0.0000
H 0.159 3.632 -5.288 0.0000
H 0.594 2.032 -6.892 0.0000
H 0.505 0.854 -3.967 0.0000
H 1.725 1.914 -4.529 0.0000
H 2.270 -0.674 -3.471 0.0000
H 3.479 0.483 -3.947 0.0000
H 3.401 -1.137 -4.773 0.0000
H -1.704 0.994 -6.774 0.0000
H -1.332 0.201 -5.510 0.0000
C -4.387 -2.148 -1.419 0.0000
C -4.903 -1.224 -2.614 0.0000
C -6.481 -0.956 -2.506 0.0000
O -6.843 -0.024 -3.602 0.0000
C -8.266 0.102 -3.757 0.0000
N -4.179 -0.022 -2.545 0.0000
H -4.832 -3.142 -1.393 0.0000
H -4.601 -1.725 -0.437 0.0000
H -3.316 -2.340 -1.490 0.0000
H -4.773 -1.693 -3.589 0.0000
H -6.833 -0.661 -1.517 0.0000
H -6.968 -1.918 -2.664 0.0000
H -8.719 0.584 -2.891 0.0000
H -8.834 -0.797 -3.995 0.0000
H -8.534 0.838 -4.515 0.0000
H -4.055 0.135 -1.556 0.0000
H -3.244 -0.211 -2.875 0.0000
C 2.919 -0.161 6.298 0.0002
C 1.447 -0.548 6.027 0.0000
C 1.269 -1.899 5.327 0.0000
O -0.096 -2.131 4.975 0.0000
C -0.541 -1.221 3.902 0.0000
N 0.727 -0.519 7.289 0.0000
H 3.309 -0.714 7.152 0.0000
H 3.036 0.852 6.683 0.0001
H 3.606 -0.217 5.453 0.0001
H 1.003 0.175 5.343 0.0000
H 1.670 -2.592 6.067 0.0000
H 1.898 -1.968 4.439 0.0000
H -0.873 -0.310 4.401 0.0000
H -1.365 -1.645 3.329 0.0000
H 0.222 -0.997 3.157 0.0000
H 1.102 -1.354 7.717 0.0000
H -0.201 -0.829 7.039 0.0000
C 4.045 5.371 2.099 0.0497
C 3.775 4.500 3.378 0.0490
C 2.301 4.133 3.393 0.0010
C 1.884 2.786 2.689 0.0002
C 2.889 1.734 3.037 0.0039
C 4.314 2.043 2.705 0.0498
N 4.667 3.301 3.435 0.6328
O 6.005 3.621 3.420 0.1038
C 5.162 0.857 3.305 0.0130
C 4.474 2.044 1.180 0.0453
C 4.056 5.361 4.624 0.0187
H 3.866 4.787 1.196 0.0003
H 5.083 5.671 1.956 0.0014
H 3.405 6.253 2.077 0.0053
H 1.877 4.200 4.395 0.0005
H 1.705 4.845 2.823 0.0000
H 1.826 2.963 1.615 0.0001
H 0.903 2.451 3.026 0.0004
H 2.646 0.857 2.436 -0.0005
H 2.795 1.379 4.063 0.0001
H 6.175 0.782 2.910 -0.0002
H 5.337 1.066 4.361 0.0000
H 4.703 -0.128 3.228 0.0011
H 5.455 2.359 0.825 0.0008
H 4.321 1.043 0.778 0.0054
H 3.745 2.645 0.636 0.0007
H 3.149 5.874 4.945 0.0015
H 5.001 5.901 4.555 -0.0001
H 4.155 4.713 5.494 -0.0002
H 6.236 3.339 4.308 0.0156
C -1.265 -3.380 0.992 0.0000
C -0.731 -4.240 -0.155 0.0000
C -1.939 -5.107 -0.528 0.0000
C -1.828 -5.796 -1.874 0.0000
C -1.535 -4.753 -3.058 0.0000
C -0.312 -3.796 -2.742 0.0000
N -0.366 -3.334 -1.351 0.0000
O 0.699 -2.473 -1.041 0.0000
C 1.006 -4.553 -3.110 0.0000
C -0.531 -2.555 -3.625 0.0000
C 0.437 -5.169 0.406 0.0000
H -1.748 -4.025 1.726 0.0000
H -2.060 -2.678 0.741 0.0000
H -0.533 -2.717 1.454 0.0000
H -2.091 -5.940 0.159 0.0000
H -2.832 -4.483 -0.505 0.0000
H -2.747 -6.364 -2.022 0.0000
H -1.050 -6.559 -1.892 0.0000
H -2.396 -4.085 -3.082 0.0000
H -1.484 -5.273 -4.015 0.0000
H 1.847 -3.876 -2.961 0.0000
H 1.094 -5.416 -2.451 0.0000
H 0.986 -4.932 -4.132 0.0000
H -0.702 -2.853 -4.660 0.0000
H -1.409 -1.966 -3.362 0.0000
H 0.295 -1.844 -3.586 0.0000
H 0.593 -5.936 -0.353 0.0000
H 0.253 -5.736 1.318 0.0000
H 1.399 -4.663 0.315 0.0000
H 0.238 -1.640 -0.914 0.0000
```

Summary:
E_HOMO (spin up / spin down): -7.52 / -7.52 eV
Multiplicity: 2
LUMO (spin up / spin down): -1.1 / -5.1 eV
Kohn-Sham gap (spin up / spin down): 6.415 / 2.391 eV


2.
The following is a DFT calculation (ωB97M-V/def2-TZVPD) of C16H23OPt as an isolated structure in a non-equilibrium geometry.

XYZ file:
```
41
Properties=species:S:1:pos:R:3:lowdin_spin:R:1
Pt -0.012 -0.053 1.431 1.3056
C 1.903 0.401 2.648 0.1250
C 2.253 -0.467 1.548 0.0728
C 2.169 0.297 0.325 0.1574
H 2.621 -1.492 1.622 0.0050
C 1.708 1.615 0.664 0.0271
C 1.545 1.675 2.100 0.1137
H 1.307 2.563 2.677 0.0049
H 1.979 0.152 3.705 0.0071
H 2.524 -0.020 -0.646 0.0104
H 1.602 2.434 -0.044 -0.0001
C -2.104 0.325 2.156 0.0978
C -1.381 1.526 2.505 0.1674
C -1.066 2.220 1.293 0.0534
H -1.216 1.874 3.514 0.0086
C -1.514 1.455 0.189 0.1137
C -2.126 0.237 0.701 0.0922
H -2.624 -0.513 0.114 0.0069
H -2.568 -0.380 2.830 0.0068
H -0.597 3.203 1.217 0.0028
H -1.505 1.736 -0.858 0.0084
O -0.229 -1.994 -0.007 0.3327
C -0.227 -0.153 -3.261 0.5596
C 0.313 -1.454 -2.698 0.0613
C 0.574 1.017 -2.978 0.0968
C -1.700 -0.162 -3.156 0.0836
C 0.482 -2.185 -1.166 0.0668
H 1.370 -1.510 -3.023 0.0083
H -0.223 -2.243 -3.263 0.0143
H 0.307 -3.282 -1.435 0.0180
H 1.565 -2.009 -0.909 0.0052
H 0.740 1.706 -3.826 0.0222
H 1.558 0.718 -2.578 -0.0001
H 0.057 1.566 -2.172 0.0230
H -2.244 -0.372 -4.080 0.0217
H -2.015 0.796 -2.726 0.0065
H -1.976 -0.963 -2.439 0.0106
C -0.275 -1.832 2.392 0.2166
H -1.222 -2.246 2.033 0.0198
H -0.310 -1.702 3.479 0.0254
H 0.558 -2.482 2.122 0.0207
```

Summary:
Energy above the lowest of the compared OMol25 structures with the same formula, charge and spin: 1.35 kcal per mole
Charge: -1
E_HOMO (spin up / spin down): -0.93 / -2.90 eV
Multiplicity: 5
LUMO (spin up / spin down): 2.9 / 2.8 eV
Kohn-Sham gap (spin up / spin down): 3.845 / 5.743 eV


3.
The following is a DFT calculation (ωB97M-V/def2-TZVPD) of a 2-piece molecular cluster, C7H8Cl3F7IO6PS overall in a non-equilibrium geometry.

XYZ file:
```
34
Properties=species:S:1:pos:R:3:nbo_charge:R:1
C 0.362 1.832 -0.968 -0.6676
C 1.821 1.142 -1.252 -0.3692
I 2.034 0.171 -3.201 0.1135
C 2.321 0.118 -0.028 -0.1433
O 1.892 -1.275 -0.223 -0.7532
P 0.369 -1.623 0.541 2.3588
O 0.111 -0.877 1.910 -1.0008
O 0.415 -3.353 0.943 -0.9136
O -0.965 -1.440 -0.572 -0.9052
S -2.344 -2.310 -0.073 2.0185
O -2.510 -2.424 1.475 -0.7620
O -2.178 -3.794 -0.581 -0.7924
C -3.905 -1.668 -0.933 0.4670
F -5.148 -2.366 -0.490 -0.2706
F -3.717 -1.996 -2.393 -0.3034
C -4.092 -0.041 -0.852 0.5711
F -3.299 0.651 -1.901 -0.2918
F -5.555 0.222 -1.120 -0.3045
C -3.777 0.623 0.614 0.9311
F -2.315 0.881 0.758 -0.3052
F -4.381 -0.107 1.758 -0.2879
F -4.426 1.984 0.607 -0.3173
H 0.175 2.737 -1.724 0.2373
H -0.468 1.042 -1.208 0.2208
H 0.249 2.183 0.142 0.2383
H 2.617 2.032 -1.234 0.2341
H 2.097 0.567 1.030 0.2412
H 3.511 0.109 -0.127 0.2304
H 1.382 -3.554 1.127 0.5110
C 5.896 2.193 1.656 -0.2787
Cl 7.544 2.688 1.233 0.0269
Cl 4.933 1.918 0.194 0.0084
Cl 5.923 0.737 2.666 0.0235
H 5.430 3.000 2.228 0.2346
```

Summary:
SMILES string: C[C@H](I)CO[P@](=O)(O)OS(=O)(=O)C(F)(F)C(F)(F)C(F)(F)F.ClC(Cl)Cl
E_HOMO: -9.87 eV
LUMO: -2.2 eV
Kohn-Sham gap: 7.694 eV


Number 1: DFT total energy -2827.5966 a.u.. Number 2: DFT total energy -817.6659 a.u.. Number 3: DFT total energy -3839.6014 a.u..